The following is a DFT calculation (the ωB97M-V functional and the def2-TZVPD basis) of 12 unconnected molecules or ions with the total composition C44H122N10O14.

Each line ends with the Mulliken charge.
Element x y z (Å)
C  1.3722  0.1672  5.7958  -1.6911
C  0.6834  1.2888  5.0285  2.9002
C  -0.2004  2.0581  5.9854  -0.7047
O  -1.2976  1.3124  6.4154  -0.3619
C  -2.2753  2.0851  7.0242  -0.5805
N  1.6324  2.2636  4.4528  -0.5218
H  1.9147  0.4224  6.7048  0.3299
H  2.0477  -0.3616  5.1084  0.1960
H  0.6488  -0.6136  6.0619  0.3959
H  0.0558  0.8866  4.2278  -1.4966
H  -0.5613  3.0192  5.5838  0.1667
H  0.3660  2.4575  6.8455  0.4154
H  -1.9705  2.6832  7.8978  0.3528
H  -3.0709  1.4254  7.3707  0.2804
H  -2.7168  2.8356  6.3490  0.0829
H  2.3924  1.7811  3.9636  -0.1299
H  2.1174  2.6313  5.2772  0.4376
C  -0.1567  -6.4150  1.2061  -1.4374
C  -1.3757  -5.5754  1.5583  0.0320
C  -1.0611  -4.0850  1.5250  1.8020
O  -0.0587  -3.7504  2.4723  -0.4893
C  0.3174  -2.4214  2.3596  1.2141
N  -2.4199  -5.8831  0.5655  -0.6919
H  0.6567  -6.3264  1.9207  0.3760
H  0.2141  -6.0830  0.2279  -0.0715
H  -0.4620  -7.4466  1.0286  0.4216
H  -1.7525  -5.8280  2.5543  0.5318
H  -1.9459  -3.5229  1.8697  -0.8748
H  -0.8521  -3.7765  0.4911  -0.3722
H  0.9515  -2.0962  3.1849  0.1012
H  -0.5752  -1.7704  2.3749  -0.4806
H  0.8526  -2.1574  1.4355  -0.7135
H  -1.9637  -5.8152  -0.3593  0.2985
H  -3.0759  -5.0976  0.5130  0.2967
C  -0.9277  5.0121  3.2325  -1.3214
C  -2.2840  5.3679  3.8299  0.5852
C  -3.2625  4.2437  3.6127  0.6629
O  -4.5470  4.5835  4.0709  -0.4702
C  -5.5296  3.6003  3.8677  -0.5089
N  -2.1220  5.6023  5.2885  -0.6002
H  -0.9078  5.1767  2.1515  0.4134
H  -0.5250  4.0314  3.4897  -0.2567
H  -0.2092  5.7457  3.6172  0.4806
H  -2.5680  6.3202  3.3563  0.3176
H  -2.8803  3.3855  4.1976  -0.5911
H  -3.2287  3.9263  2.5591  0.0825
H  -5.6419  3.2880  2.8170  0.1316
H  -6.4821  4.0555  4.1335  0.3150
H  -5.3131  2.6795  4.4285  0.2147
H  -3.0424  5.8302  5.6590  0.2598
H  -1.5082  6.3978  5.4211  0.2380
C  -2.7446  0.1064  3.2966  -0.2468
C  -3.3289  -0.9350  2.3712  1.6957
C  -3.4572  -2.2711  3.0958  -1.3645
O  -3.7679  -3.2519  2.1338  -0.4808
C  -3.9594  -4.5185  2.7194  -0.9036
N  -4.7032  -0.5202  1.9424  -0.4759
H  -3.4382  0.2645  4.1338  0.5494
H  -2.6380  1.1076  2.8775  -0.5243
H  -1.7957  -0.2336  3.7099  -0.0047
H  -2.7645  -1.0816  1.4478  -0.9725
H  -4.2579  -2.2366  3.8493  0.8359
H  -2.5382  -2.5413  3.6397  0.2777
H  -3.0461  -4.9445  3.1468  0.2934
H  -4.3174  -5.1790  1.9338  0.3232
H  -4.7166  -4.4448  3.5089  0.4239
H  -5.1162  -1.2897  1.4202  0.2871
H  -5.2586  -0.4299  2.7919  0.3630
C  3.8404  3.8606  -1.3337  -0.8247
C  4.1709  4.5963  -0.0287  0.9123
C  4.9286  5.8818  -0.2599  -1.1480
O  4.3150  6.6752  -1.2530  -0.3056
C  5.2343  7.4419  -1.9791  -0.7886
N  2.9647  4.8690  0.7441  -0.5814
H  3.3577  2.9075  -1.0910  -0.1752
H  4.7163  3.6527  -1.9581  0.4585
H  3.1029  4.4052  -1.9273  0.3401
H  4.7990  3.8788  0.5143  -0.1049
H  5.9440  5.6096  -0.5951  0.4529
H  5.0846  6.4397  0.6712  0.4595
H  4.6659  8.0923  -2.6457  0.2523
H  5.9001  6.8406  -2.6085  0.3293
H  5.8186  8.0932  -1.3178  0.3083
H  2.4196  5.6583  0.4109  0.2831
H  2.2953  4.0973  0.7373  0.0877
C  0.8862  -2.4643  -4.8155  -0.0478
C  2.2822  -1.9289  -4.9588  0.5674
C  2.9123  -1.6472  -3.5985  -0.0350
O  4.1796  -1.0214  -3.6648  -0.4371
C  4.1665  0.3260  -4.0907  -0.6153
N  3.1304  -2.8965  -5.6724  -0.7604
H  0.2419  -1.6869  -4.3798  -0.8461
H  0.7949  -3.3886  -4.2410  -0.0381
H  0.3524  -2.7214  -5.7404  0.5979
H  2.3379  -0.9514  -5.4642  0.2271
H  3.0444  -2.5595  -3.0149  0.2837
H  2.2241  -1.0027  -3.0179  -0.4570
H  3.4854  0.9204  -3.4616  0.1007
H  3.8112  0.5143  -5.1067  0.3087
H  5.1856  0.6718  -3.9382  0.4062
H  2.7826  -3.0912  -6.6013  0.2732
H  4.0798  -2.5397  -5.7326  0.2635
C  -2.9870  -6.0404  -3.6461  -1.8642
C  -1.9571  -4.9070  -3.5254  0.3302
C  -2.3795  -3.6675  -4.2744  0.5753
O  -2.5838  -3.9518  -5.6353  -0.3808
C  -2.6426  -2.8487  -6.4822  -0.5002
N  -1.6339  -4.6730  -2.1096  0.0106
H  -3.2385  -6.2412  -4.6871  0.4167
H  -3.9052  -5.6928  -3.1572  0.3484
H  -2.6051  -6.9208  -3.1403  0.4173
H  -1.0503  -5.2956  -4.0079  0.2679
H  -1.6402  -2.8505  -4.2007  -0.5650
H  -3.2858  -3.2095  -3.8275  0.4229
H  -2.5790  -3.1888  -7.5133  0.2685
H  -1.8257  -2.1184  -6.3504  0.0332
H  -3.5688  -2.2784  -6.3100  0.2965
H  -0.7203  -4.2030  -2.0709  -0.5138
H  -2.3345  -4.0302  -1.7345  0.2177
C  4.3453  -1.6161  2.8109  -1.2089
C  4.9832  -0.2334  2.6764  0.0260
C  4.9036  0.2237  1.2419  0.2216
O  5.5503  -0.7203  0.4395  -0.4348
C  5.2216  -0.7285  -0.9116  -0.2482
N  4.4163  0.7186  3.6044  -0.4018
H  3.3723  -1.5754  2.3009  0.0450
H  4.1636  -1.8841  3.8514  0.4100
H  4.9233  -2.3577  2.2710  0.4470
H  6.0652  -0.3667  2.8379  0.2276
H  5.4037  1.2011  1.0839  0.3509
H  3.8988  0.4826  0.8662  -0.4006
H  4.9763  0.2936  -1.2280  0.1497
H  4.3673  -1.3684  -1.1382  -0.0453
H  6.0669  -1.0674  -1.5017  0.3933
H  4.9474  1.5616  3.7942  0.2480
H  4.3068  0.3036  4.5251  0.2518
C  0.6970  2.7690  -3.6309  -1.3627
C  0.5779  1.9124  -4.8746  2.6476
C  -0.8664  1.6891  -5.2838  -1.4646
O  -1.4942  0.8956  -4.3188  0.2798
C  -2.9146  0.9162  -4.3455  -0.8836
N  1.3644  2.5104  -5.9537  -0.6848
H  1.7161  2.8849  -3.2914  0.1518
H  0.0065  2.3915  -2.8704  0.0632
H  0.2510  3.7533  -3.8307  0.4880
H  0.9751  0.9247  -4.6287  -1.3951
H  -0.9541  1.1902  -6.2611  0.3381
H  -1.3198  2.6895  -5.4065  0.3947
H  -3.2847  0.3475  -3.5028  0.1497
H  -3.2455  0.3929  -5.2583  0.2927
H  -3.2636  1.9460  -4.4494  0.3301
H  0.8288  3.2782  -6.3706  0.3297
H  1.4144  1.8745  -6.7545  0.3431
C  -0.8014  1.7222  0.7305  -0.8607
C  0.5423  1.0491  0.8943  1.9537
C  0.9922  0.2613  -0.3279  -0.5661
O  0.0709  -0.7998  -0.5462  1.4172
C  -0.8707  -0.5593  -1.5757  -0.1541
N  1.4712  2.1375  1.3061  0.5454
H  -1.5960  0.9839  0.5959  -0.2446
H  -0.8604  2.4351  -0.0954  0.1530
H  -1.1299  2.2985  1.6000  -0.2137
H  0.5733  0.3565  1.7478  -0.7321
H  1.9469  -0.2126  -0.0765  -0.5940
H  1.1062  0.9056  -1.2033  -0.2213
H  -1.4686  -1.4662  -1.7464  -0.0382
H  -0.3768  -0.5139  -2.5513  -0.9366
H  -1.5801  0.2366  -1.3760  -0.1214
H  2.3471  1.7137  1.6379  -0.0270
H  1.1148  2.4494  2.2162  -0.1715
C  1.8703  -3.8688  -0.9213  -0.0174
C  2.2969  -4.9851  -1.8496  -0.9763
O  3.3599  -5.7552  -1.2816  -0.5766
O  0.8296  -3.1604  -1.5696  1.9642
H  2.7541  -3.2709  -0.6522  0.0346
H  1.5373  -4.2839  0.0409  0.5141
H  2.6737  -4.5088  -2.7674  0.2622
H  1.4216  -5.5953  -2.1084  0.4922
H  3.4155  -6.5680  -1.7910  0.3649
H  0.6485  -2.3742  -0.9838  -1.0102
C  -5.4965  1.2990  -1.1328  -0.6024
C  -4.1281  1.7314  -0.6394  0.7814
O  -4.0893  2.0426  0.7636  -0.2747
O  -5.5925  1.3476  -2.5530  -0.4875
H  -6.2409  1.9642  -0.6733  0.3516
H  -5.7646  0.2981  -0.7859  0.1026
H  -3.8076  2.6539  -1.1336  0.3894
H  -3.3813  0.9364  -0.7930  -0.4660
H  -4.2321  1.1796  1.2371  0.0099
H  -6.0767  2.1339  -2.8079  0.3352

The value obtained for the relative energy (zero: lowest compared OMol25 entry of this formula, charge and spin) is 109.7 kcal per mole. Its HOMO energy is -8.58 eV. As for the SMILES: COC[C@H](C)N.COC[C@H](C)N.COC[C@H](C)N.COC[C@H](C)N.COC[C@H](C)N.COC[C@H](C)N.COC[C@H](C)N.COC[C@H](C)N.COC[C@H](C)N.COC[C@H](C)N.OCCO.OCCO. The HOMO-LUMO gap comes out at 9.06 eV. The total energy comes out at -91166.765 eV. As for the lowest unoccupied orbital energy: 0.48 eV. The charge is 0.